48
Properties=species:S:1:pos:R:3 method="wB97M-V/def2-TZVPD" relative_energy_kcal_mol=437.1 orbital_gap_ha=0.3025 smiles="O=c1[nH]c2ccccc2cc1CN(Cc1cccnc1)S(=O)(=O)c1ccc(Cl)cc1"
Cl -0.166 5.913 1.565
S 1.322 0.466 -0.807
O 2.488 0.730 -1.778
O 1.630 -0.561 0.365
O -1.429 -0.807 0.985
N -1.972 4.406 -1.990
N -0.247 -2.423 1.756
N 0.062 0.115 -1.281
C -2.334 1.863 -0.877
C -0.612 -1.638 0.788
C -0.488 0.972 -2.634
C 0.050 4.353 1.121
C -0.084 -2.314 -0.654
C 0.613 -3.600 1.846
C -1.152 3.386 -2.278
C 1.103 -4.283 3.110
C 1.705 -5.533 3.014
C 0.760 -3.265 -0.530
C 1.429 3.165 -0.376
C -3.020 2.886 -0.588
C -0.264 3.198 1.611
C -1.405 1.987 -1.845
C -0.113 1.864 1.037
C 0.926 2.086 0.189
C 2.006 -5.237 0.477
C 1.103 4.502 -0.040
C -0.260 -1.468 -1.776
C 1.176 -4.134 0.540
C 2.100 -6.012 1.858
C -2.698 4.144 -1.018
H -1.241 3.151 2.442
H 2.289 -5.583 -0.280
H -0.471 3.604 -3.100
H -1.125 0.270 -3.314
H -0.463 1.048 1.307
H 1.167 -3.705 -1.455
H -2.624 0.793 -0.454
H -3.623 2.791 0.244
H -0.008 -1.919 -2.527
H -3.494 4.999 -0.866
H 0.513 -3.936 4.047
H 1.966 -5.867 3.840
H -1.579 -1.382 -1.772
H 2.246 3.205 -1.088
H 0.410 1.346 -2.970
H 2.906 -6.903 1.565
H 1.475 5.421 -0.313
H -0.575 -2.095 2.908

***

49
Properties=species:S:1:pos:R:3 method="wB97M-V/def2-TZVPD" orbital_gap_ha=0.3675 smiles="CC(=O)[C@]1(C(c2ccc(C(F)(F)F)cc2)c2ccc(C(F)(F)F)cc2)CCCOC1=O"
F -5.389 1.248 2.903
F 4.779 2.303 3.236
F 5.865 2.126 1.340
F 4.774 3.967 1.822
F -5.556 2.967 1.525
F -6.228 0.963 0.864
O 0.237 -2.901 0.700
O -1.726 -2.263 -0.059
O -0.040 -0.916 -3.627
C 1.131 0.994 0.103
C 0.011 0.207 -0.630
C 3.481 2.068 1.291
C 1.110 1.805 1.251
C -2.892 0.861 1.905
C 0.235 -1.200 -1.168
C -0.498 -2.197 -0.182
C -5.264 1.623 1.587
C -3.650 1.467 -0.324
C 1.656 -3.391 0.409
C -1.631 0.592 1.353
C 2.242 2.330 1.871
C 1.524 -2.016 -1.634
C 1.824 -3.417 -1.053
C -0.621 -1.303 -2.628
C -3.901 1.307 1.030
C 2.419 0.866 -0.479
C -2.084 -1.688 -2.685
C 3.590 1.336 0.114
C -1.315 0.712 -0.014
C 4.717 2.604 1.912
C -2.374 1.185 -0.806
H 2.299 -2.694 0.920
H -2.204 -2.795 -2.541
H 0.029 0.643 -1.681
H 2.874 -3.665 -1.236
H -4.434 1.863 -0.992
H -2.485 -1.380 -3.686
H 4.552 1.150 -0.400
H -0.847 0.225 2.056
H -2.186 1.328 -1.850
H 1.626 -2.103 -2.714
H -3.082 0.795 2.999
H 2.158 2.961 2.770
H 2.324 -1.358 -1.330
H -2.615 -1.124 -1.892
H 1.181 -4.184 -1.520
H 2.473 0.385 -1.455
H 1.755 -4.354 0.896
H 0.157 2.066 1.731

***

45
Properties=species:S:1:pos:R:3 method="wB97M-V/def2-TZVPD" orbital_gap_ha=0.3267 smiles="CC(=O)c1cccc(NC(=O)c2ccccc2OCc2ccc(F)cc2)c1"
F 3.177 -0.895 1.178
O -2.230 -1.882 -1.768
O 0.272 1.926 5.365
O -2.034 0.439 -0.089
N 0.089 1.109 -0.607
C 0.465 1.738 3.025
C -1.503 -0.417 -5.040
C -0.138 -2.209 0.616
C 2.095 -1.391 0.544
C 0.962 -1.695 1.278
C 1.041 -2.096 -1.471
C -0.104 -2.427 -0.757
C 2.507 2.296 1.879
C 2.150 -1.578 -0.825
C -1.328 -2.939 -1.474
C -0.266 1.641 4.318
C 1.783 2.191 3.051
C -0.119 1.386 1.811
C -0.892 1.150 -3.335
C -1.274 0.248 -2.347
C -1.797 -0.994 -2.721
C -1.698 1.175 4.264
C -1.009 0.824 -4.674
C 0.614 1.480 0.635
C -1.890 -1.322 -4.070
C -1.147 0.596 -0.896
C 1.929 1.943 0.675
H -1.038 -3.462 -2.396
H 3.528 2.645 1.901
H 2.220 2.453 4.003
H 3.050 -1.326 -1.365
H 1.071 -2.249 -2.540
H -0.717 1.536 -5.430
H 2.498 2.015 -0.242
H -1.037 -2.441 1.165
H -1.754 0.178 3.833
H -1.896 -3.618 -0.834
H -1.133 1.029 1.758
H -2.289 -2.287 -4.345
H -1.594 -0.678 -6.084
H -2.108 1.157 5.271
H -0.523 2.126 -3.052
H 0.954 -1.524 2.342
H 0.743 1.173 -1.375
H -2.287 1.848 3.645

***

54
Properties=species:S:1:pos:R:3 method="wB97M-V/def2-TZVPD" s2=0.757 relative_energy_kcal_mol=6.4 total_charge=-2 orbital_gap_ha="0.1935 / 0.1900" spin_multiplicity=2
Sb -2.022 3.604 -4.314
Se -2.847 1.655 -5.441
Se -0.057 4.401 -5.454
Se 0.374 3.121 0.220
Se -0.707 2.287 -1.532
Fe 0.063 0.614 0.290
O 0.012 -1.249 -0.395
O -3.813 -3.084 1.287
N -1.467 0.689 1.593
N -2.214 -4.452 0.445
N 0.966 -0.120 1.757
N -1.947 -2.088 0.431
N 2.000 0.515 -0.426
N 2.224 -0.401 1.735
C 0.617 -1.196 3.932
C -0.750 -2.227 -0.131
C 0.187 -0.445 2.818
C -2.033 -0.242 3.800
C -4.827 3.160 1.162
C -0.266 -3.545 -0.521
C 2.559 0.934 -1.560
C 2.789 0.010 0.541
C -1.590 -0.970 4.858
C -1.156 0.054 2.704
C -2.617 1.480 1.507
C -2.987 -5.616 0.812
C -1.019 -4.603 -0.193
C 4.175 -0.090 0.377
C -0.254 -1.458 4.946
C -3.448 1.342 0.393
C -4.016 3.289 2.281
C -2.917 2.460 2.453
C -2.712 -3.154 0.750
C -4.536 2.179 0.220
C 4.739 0.358 -0.796
C 3.920 0.882 -1.793
H -3.067 0.070 3.740
H -2.518 -6.163 1.635
H -3.097 -6.288 -0.043
H 1.878 1.322 -2.309
H -5.153 2.073 -0.663
H -2.262 2.584 3.309
H -3.966 -5.268 1.132
H -0.729 -5.624 -0.413
H 0.675 -3.644 -1.039
H -3.219 0.558 -0.320
H -5.666 3.828 1.014
H -2.288 -1.213 5.652
H 4.761 -0.504 1.185
H 1.637 -1.558 3.940
H 4.318 1.245 -2.728
H -4.228 4.053 3.020
H 0.048 -2.050 5.800
H 5.812 0.306 -0.939

***

46
Properties=species:S:1:pos:R:3 method="wB97M-V/def2-TZVPD" relative_energy_kcal_mol=0.2 orbital_gap_ha=0.3206 smiles="O=C(O)c1cccc(NC(=S)NC(=O)C(c2ccccc2)c2ccccc2)c1"
S 1.746 -1.714 -1.664
O -0.328 1.388 0.904
O 6.579 4.118 1.008
O 4.463 4.321 1.674
N -0.109 -0.487 -0.365
N 1.951 0.544 -0.193
C -2.299 0.063 0.490
C -3.696 -0.499 -3.533
C -4.145 -2.652 2.363
C 3.686 2.048 0.363
C -3.230 0.936 -1.670
C -2.558 -1.108 1.414
C -3.306 -1.596 -2.781
C -2.834 -0.158 -0.909
C -1.844 -2.758 3.015
C -3.660 0.766 -2.973
C 5.450 3.696 1.011
C 4.240 0.161 -1.025
C -3.858 -1.591 1.525
C -3.136 -3.241 3.109
C 1.243 -0.475 -0.701
C 5.947 1.741 -0.414
C -0.819 0.405 0.383
C 5.555 0.593 -1.073
C 5.007 2.472 0.310
C -1.555 -1.697 2.173
C -2.874 -1.426 -1.478
C 3.295 0.889 -0.306
H -4.644 -1.134 0.943
H -3.196 1.926 -1.237
H -1.053 -3.207 3.595
H -3.966 1.624 -3.553
H 6.276 0.019 -1.635
H -3.360 -4.070 3.764
H 3.950 -0.737 -1.546
H -3.334 -2.585 -3.210
H -2.590 -2.292 -0.894
H 6.966 2.090 -0.446
H -0.542 -1.326 2.123
H 4.815 5.111 2.112
H -5.158 -3.019 2.435
H -2.782 0.949 0.922
H -0.615 -1.266 -0.775
H 2.962 2.620 0.923
H 1.390 1.191 0.374
H -4.027 -0.634 -4.551

***

Record-wise molecular weight values, in u: 439.92; 444.37; 363.39; 891.87; 390.46
Record-wise maximum force values, in hartree/bohr: 0.36585; 0.12560; 0.01500; 0.01830; 0.02169